(1)
A 2-piece molecular cluster, C2H6N3OS overall, computed with the ωB97M-V functional and the def2-TZVPD basis.

Structure (XYZ):
```
13
C2H6N3OS (the ωB97M-V functional and the def2-TZVPD basis)
C 1.77 -0.81 -0.22
C 0.38 1.06 -0.34
N 1.54 0.44 -0.85
N 0.74 -0.83 0.71
N -0.29 0.02 0.44
O 2.66 -1.58 -0.35
S -2.15 -1.31 -0.51
H 0.67 1.77 0.36
H -0.34 1.37 -1.19
H 2.22 0.83 -1.46
H 0.67 -1.50 1.47
H -0.89 0.39 1.23
H -3.08 -0.21 -0.62
```

Output
* total charge: +1
* Kohn-Sham gap (alpha / beta): 6.9 / 6.9 eV
* lowest unoccupied orbital energy (alpha / beta): -0.279 / -0.279 Ha
* multiplicity: 1
* HOMO energy (alpha / beta): -14.50 / -14.49 eV

=====

(2)
An isolated ion of composition C2H6N3OS and charge +1, computed with the ωB97M-V functional and the def2-TZVPD basis.

Structure (XYZ):
```
13
C2H6N3OS (the ωB97M-V functional and the def2-TZVPD basis)
C 0.41 -0.12 -0.38
C 1.92 0.06 -0.08
N -0.36 0.92 -0.70
N -0.19 -1.25 -0.21
N -2.09 0.66 1.19
O -1.56 -1.21 -0.50
S -2.09 0.46 -0.27
H 2.46 -0.32 -1.02
H 2.03 -0.74 0.74
H 2.18 0.95 0.31
H -0.10 1.85 -0.96
H 0.27 -2.15 0.08
H -2.87 0.88 1.80
```

Output
* total charge: +1
* Kohn-Sham gap: 10.9 eV
* lowest unoccupied orbital energy: -0.151 Ha
* multiplicity: 1
* HOMO energy: -15.03 eV

=====

Name the least stable of them. (1).

=====

(1)
An isolated ion of composition C3H7IN and charge +1, computed with the ωB97M-V functional and the def2-TZVPD basis.

Structure (XYZ):
```
12
C3H7IN (the ωB97M-V functional and the def2-TZVPD basis)
C -0.88 0.78 -0.06
C 0.13 -0.08 0.67
N 0.79 -1.13 -0.06
C 1.56 0.13 0.35
I 3.11 -0.04 1.81
H -1.86 0.42 0.22
H -0.64 0.56 -1.12
H -0.86 1.81 0.29
H -0.10 -0.11 1.69
H 0.95 -1.97 0.34
H 0.61 -1.36 -1.15
H 1.92 0.86 -0.36
```

Output
* total charge: +1
* Kohn-Sham gap: 10.1 eV
* lowest unoccupied orbital energy: -0.146 Ha
* multiplicity: 1
* SMILES: C[C@H]1[NH2+][C@@H]1I
* HOMO energy: -14.09 eV

=====

(2)
A 2-piece molecular cluster, C3H7IN overall, computed with the ωB97M-V functional and the def2-TZVPD basis.

Structure (XYZ):
```
12
C3H7IN (the ωB97M-V functional and the def2-TZVPD basis)
C 0.49 -1.17 -0.70
C 0.27 -0.80 0.77
C 1.29 1.23 -0.20
N 0.90 0.05 -0.14
I -3.41 0.41 -0.30
H 1.26 -1.82 -1.04
H -0.36 -1.38 -1.30
H -0.77 -0.68 0.90
H 0.87 -1.14 1.61
H 1.57 1.85 -1.01
H 1.20 1.75 0.77
H -3.30 1.68 0.63
```

Output
* total charge: +1
* Kohn-Sham gap: 8.2 eV
* lowest unoccupied orbital energy: -0.190 Ha
* multiplicity: 1
* HOMO energy: -13.42 eV

=====

Name the least stable of them. (2).

=====

(1)
A 5-piece molecular cluster, H12NO4 overall, computed with the ωB97M-V functional and the def2-TZVPD basis.

Structure (XYZ):
```
17
H12NO4 (the ωB97M-V functional and the def2-TZVPD basis)
N -0.55 1.07 -1.34
H -1.51 0.76 -1.13
H -0.14 0.13 -1.69
H 0.05 1.32 -0.54
H -0.49 1.73 -2.12
H 1.77 1.30 0.90
H 2.65 0.14 0.58
O 1.81 0.56 0.26
H 0.01 -1.85 -2.82
H -0.22 -1.80 -1.19
O 0.00 -1.32 -2.02
H -1.89 1.70 2.82
H -0.70 1.08 3.21
O -1.14 1.28 2.37
H 0.79 -1.37 0.62
H -0.40 -2.34 1.12
O -0.15 -1.57 0.59
```

Output
* total charge: +1
* Kohn-Sham gap: 11.8 eV
* lowest unoccupied orbital energy: -0.113 Ha
* multiplicity: 1
* HOMO energy: -14.90 eV

=====

(2)
A 5-piece molecular cluster, H12NO4 overall, computed with the ωB97M-V functional and the def2-TZVPD basis.

Structure (XYZ):
```
17
H12NO4 (the ωB97M-V functional and the def2-TZVPD basis)
N -0.95 0.86 0.03
H -0.08 0.47 0.43
H -0.74 1.20 -0.90
H -1.69 0.13 0.00
H -1.26 1.59 0.66
H 3.31 -2.16 2.41
H 2.40 -2.70 1.30
O 2.42 -2.10 2.05
H 0.58 1.22 -2.91
H 1.33 -0.09 -2.77
O 0.63 0.44 -2.35
H -4.10 -0.83 -0.42
H -4.22 0.60 -0.83
O -3.57 -0.02 -0.48
H 2.29 1.17 1.37
H 1.98 -0.29 1.42
O 1.68 0.53 0.99
```

Output
* total charge: +1
* Kohn-Sham gap: 12.2 eV
* lowest unoccupied orbital energy: -0.108 Ha
* multiplicity: 1
* HOMO energy: -15.14 eV

=====

(3)
A 5-piece molecular cluster, H12NO4 overall, computed with the ωB97M-V functional and the def2-TZVPD basis.

Structure (XYZ):
```
17
H12NO4 (the ωB97M-V functional and the def2-TZVPD basis)
N -0.46 -1.09 0.56
H -1.16 -0.38 0.27
H -0.85 -2.04 0.56
H -0.15 -0.88 1.53
H 0.22 -1.25 -0.18
H -0.90 -4.72 1.39
H -0.11 -4.43 0.21
O -0.51 -4.00 0.95
H -0.01 2.60 -1.11
H -0.76 1.35 -1.32
O -0.41 1.92 -0.64
H 0.87 0.25 3.29
H -0.23 1.12 2.79
O -0.08 0.19 3.02
H 2.05 2.51 -3.57
H 1.42 3.86 -4.31
O 1.35 3.10 -3.76
```

Output
* total charge: +1
* Kohn-Sham gap: 10.7 eV
* lowest unoccupied orbital energy: -0.126 Ha
* multiplicity: 1
* HOMO energy: -14.17 eV

=====

(4)
A 5-piece molecular cluster, H12NO4 overall, computed with the ωB97M-V functional and the def2-TZVPD basis.

Structure (XYZ):
```
17
H12NO4 (the ωB97M-V functional and the def2-TZVPD basis)
N 0.65 -0.44 0.02
H 0.80 0.46 0.38
H 0.03 -0.96 0.68
H 1.59 -1.04 -0.01
H 0.22 -0.46 -0.87
H -3.82 0.77 -0.27
H -3.24 -0.23 0.71
O -2.98 0.36 -0.05
H -0.56 2.52 1.26
H 0.64 3.19 0.75
O 0.35 2.29 1.01
H 3.19 -2.46 0.54
H 3.07 -1.98 2.00
O 2.67 -1.93 1.10
H -1.55 0.10 -2.02
H -0.45 -0.16 -3.11
O -0.61 -0.04 -2.13
```

Output
* total charge: +1
* Kohn-Sham gap: 12.4 eV
* lowest unoccupied orbital energy: -0.107 Ha
* multiplicity: 1
* HOMO energy: -15.32 eV

=====

Name the least stable of them. (3).

=====

(1)
The molecule C2H2N2OS2, computed with the ωB97M-V functional and the def2-TZVPD basis.

Structure (XYZ):
```
9
C2H2N2OS2 (the ωB97M-V functional and the def2-TZVPD basis)
O -2.54 -0.64 -0.04
C -1.41 -0.23 -0.16
N -0.32 -1.04 0.17
S 1.17 -0.82 -0.59
C 1.56 0.77 0.23
N 0.62 1.66 0.10
S -0.97 1.44 -0.51
H -0.64 -2.06 0.17
H 2.55 0.92 0.62
```

Output
* total charge: 0
* Kohn-Sham gap: 9.1 eV
* lowest unoccupied orbital energy: -0.009 Ha
* multiplicity: 1
* SMILES: O=C1NSC=NS1
* HOMO energy: -9.37 eV

=====

(2)
The molecule C2H2N2OS2, computed with the ωB97M-V functional and the def2-TZVPD basis.

Structure (XYZ):
```
9
C2H2N2OS2 (the ωB97M-V functional and the def2-TZVPD basis)
C 1.50 0.97 0.36
C -0.81 -0.27 -0.22
N 1.49 -0.34 0.21
N 0.32 -0.91 -0.15
O -3.43 -0.07 -0.41
S 0.31 2.05 0.11
S -2.35 -0.83 0.18
H 2.47 1.37 0.42
H 0.51 -1.97 -0.50
```

Output
* total charge: 0
* Kohn-Sham gap (alpha / beta): 6.5 / 6.5 eV
* lowest unoccupied orbital energy (alpha / beta): -0.067 / -0.068 Ha
* multiplicity: 1
* HOMO energy (alpha / beta): -8.31 / -8.31 eV

=====

Name the least stable of them. (2).

=====

(1)
C29H45AsN5O3RbS3 as an isolated structure, computed with the ωB97M-V functional and the def2-TZVPD basis.

Structure (XYZ):
```
87
C29H45AsN5O3RbS3 (the ωB97M-V functional and the def2-TZVPD basis)
Rb -0.35 -0.38 -0.25
C 0.13 3.67 0.30
C 0.75 3.19 -1.03
N -0.08 2.28 -1.79
C -1.14 2.80 -2.63
C -2.30 3.46 -1.89
S -3.13 2.44 -0.63
C -2.87 3.41 0.88
C -1.72 2.93 1.78
N -0.52 2.61 1.04
H 0.93 4.16 0.87
H -0.60 4.45 0.10
H 1.04 4.09 -1.59
H 1.67 2.65 -0.80
H 0.50 1.64 -2.31
H -0.78 3.54 -3.36
H -1.53 1.95 -3.20
H -1.98 4.39 -1.42
H -3.05 3.73 -2.63
H -2.73 4.46 0.59
H -3.79 3.37 1.45
H -1.58 3.69 2.56
H -2.04 2.01 2.28
H 0.11 2.04 1.58
S 0.66 -3.35 -1.36
C 0.10 -3.93 0.16
C 0.05 -5.31 0.42
C -0.40 -5.77 1.64
C -0.82 -4.86 2.61
C -0.75 -3.52 2.28
N -0.31 -3.05 1.11
H 0.38 -6.00 -0.35
H -0.43 -6.84 1.84
H -1.19 -5.18 3.57
H -1.07 -2.77 3.00
O -6.30 -2.34 -6.50
C -6.15 -0.99 -6.07
N -6.69 -0.85 -4.76
C -6.04 -0.86 -3.55
O -6.64 -0.60 -2.53
C -4.59 -1.22 -3.52
C -4.04 -2.28 -4.23
C -2.69 -2.55 -4.06
C -1.95 -1.75 -3.20
N -2.47 -0.74 -2.51
C -3.76 -0.49 -2.67
H -6.05 -2.40 -7.43
H -6.70 -0.33 -6.74
H -5.10 -0.70 -6.05
H -7.69 -0.70 -4.67
H -4.65 -2.90 -4.87
H -2.21 -3.38 -4.56
H -0.90 -1.97 -3.04
H -4.19 0.32 -2.09
C 0.73 0.12 4.84
As 1.16 -0.12 2.94
C 2.29 -1.69 3.10
C 2.53 1.31 2.76
C 3.77 1.14 3.57
C 3.88 1.69 4.84
C 5.03 1.50 5.61
C 6.09 0.76 5.11
C 5.99 0.21 3.84
C 4.85 0.39 3.08
H 1.63 0.12 5.46
H 0.08 -0.69 5.15
H 0.20 1.06 4.98
H 3.09 -1.55 3.83
H 2.71 -1.94 2.13
H 1.65 -2.52 3.41
H 2.02 2.24 3.02
H 2.76 1.35 1.69
H 3.06 2.28 5.24
H 5.09 1.94 6.60
H 6.98 0.62 5.70
H 6.81 -0.37 3.44
H 4.77 -0.05 2.09
C 4.76 0.76 -0.98
S 3.48 -0.43 -0.58
C 3.72 -1.52 -1.98
O 2.19 0.29 -0.80
H 5.74 0.27 -0.95
H 4.73 1.55 -0.22
H 4.57 1.19 -1.97
H 4.70 -1.99 -1.91
H 3.62 -0.95 -2.90
H 2.93 -2.27 -1.90
```

Output
* total charge: 0
* Kohn-Sham gap: 6.5 eV
* lowest unoccupied orbital energy: 0.007 Ha
* multiplicity: 1
* HOMO energy: -6.37 eV

=====

(2)
C29H45AsN5O3RbS3 as an isolated structure, computed with the ωB97M-V functional and the def2-TZVPD basis.

Structure (XYZ):
```
87
C29H45AsN5O3RbS3 (the ωB97M-V functional and the def2-TZVPD basis)
Rb 0.02 -0.01 -0.21
C -3.96 1.28 -0.68
C -3.16 2.26 0.21
N -1.77 2.29 -0.20
C -1.40 3.26 -1.20
C -1.92 2.97 -2.60
S -1.45 1.34 -3.30
C -3.05 0.49 -3.51
C -3.39 -0.43 -2.34
N -3.09 0.19 -1.07
H -4.86 0.94 -0.13
H -4.31 1.79 -1.58
H -3.63 3.25 0.17
H -3.21 1.91 1.24
H -1.17 2.39 0.60
H -1.75 4.28 -0.95
H -0.30 3.28 -1.22
H -3.01 3.04 -2.63
H -1.51 3.71 -3.29
H -3.82 1.24 -3.68
H -2.94 -0.10 -4.42
H -4.45 -0.73 -2.43
H -2.77 -1.33 -2.43
H -3.03 -0.49 -0.33
S 0.90 -1.74 2.42
C 2.02 -2.45 1.35
C 2.96 -3.38 1.84
C 3.82 -4.00 0.98
C 3.76 -3.68 -0.38
C 2.82 -2.75 -0.78
N 1.98 -2.13 0.04
H 2.96 -3.61 2.90
H 4.53 -4.73 1.34
H 4.40 -4.17 -1.10
H 2.72 -2.47 -1.83
O -6.37 -5.16 4.00
C -6.73 -4.12 3.11
N -6.55 -2.86 3.74
C -5.47 -2.03 3.68
O -5.49 -0.95 4.21
C -4.29 -2.50 2.88
C -3.62 -3.69 3.11
C -2.49 -3.96 2.35
C -2.07 -3.03 1.41
N -2.71 -1.89 1.19
C -3.79 -1.63 1.91
H -6.62 -6.01 3.62
H -7.79 -4.22 2.82
H -6.11 -4.15 2.21
H -7.27 -2.55 4.38
H -3.95 -4.38 3.87
H -1.93 -4.87 2.49
H -1.17 -3.19 0.82
H -4.30 -0.70 1.72
C 3.70 -0.26 -3.70
As 2.30 0.33 -2.46
C 1.99 2.03 -3.40
C 3.45 0.98 -0.97
C 4.58 1.85 -1.37
C 5.81 1.31 -1.74
C 6.85 2.13 -2.15
C 6.69 3.50 -2.17
C 5.48 4.06 -1.78
C 4.44 3.24 -1.39
H 4.46 0.51 -3.84
H 3.24 -0.47 -4.66
H 4.18 -1.17 -3.34
H 2.94 2.54 -3.61
H 1.35 2.69 -2.83
H 1.49 1.81 -4.35
H 3.81 0.09 -0.44
H 2.77 1.53 -0.32
H 5.94 0.24 -1.70
H 7.79 1.69 -2.45
H 7.50 4.14 -2.48
H 5.36 5.13 -1.78
H 3.49 3.67 -1.09
C 0.99 1.42 3.75
S 1.88 1.11 2.18
C 3.25 2.30 2.56
O 1.06 1.83 1.18
H 1.60 1.08 4.58
H 0.07 0.85 3.71
H 0.78 2.48 3.82
H 3.76 1.94 3.45
H 2.85 3.29 2.71
H 3.94 2.29 1.72
```

Output
* total charge: 0
* Kohn-Sham gap: 6.6 eV
* lowest unoccupied orbital energy: 0.010 Ha
* multiplicity: 1
* HOMO energy: -6.34 eV

=====

Name the least stable of them. (2).

=====

(1)
A 2-piece molecular cluster, C2H7OPS overall, computed with the ωB97M-V functional and the def2-TZVPD basis.

Structure (XYZ):
```
12
C2H7OPS (the ωB97M-V functional and the def2-TZVPD basis)
C 1.03 -1.48 -1.03
C -1.82 0.76 0.40
O 0.08 -0.51 -0.65
P -0.40 -0.27 0.93
S 1.83 1.37 1.89
H 0.84 -1.75 -2.00
H 1.25 -2.13 -0.19
H 2.11 -1.04 -1.11
H -1.84 0.69 -0.69
H -1.61 1.84 0.72
H -2.77 0.48 0.83
H 1.30 2.04 0.90
```

Output
* total charge: 0
* Kohn-Sham gap: 7.4 eV
* lowest unoccupied orbital energy: -0.037 Ha
* multiplicity: 1
* HOMO energy: -8.46 eV

=====

(2)
A 2-piece molecular cluster, C2H7OPS overall, computed with the ωB97M-V functional and the def2-TZVPD basis.

Structure (XYZ):
```
12
C2H7OPS (the ωB97M-V functional and the def2-TZVPD basis)
C -2.12 -0.35 -1.20
C -0.90 -1.04 -0.76
P 0.00 -0.57 0.59
O 1.41 -1.48 0.29
H -2.97 -0.99 -1.01
H -2.10 0.56 -0.68
H -2.21 -0.17 -2.26
H -0.64 -2.07 -1.21
H 1.70 -2.21 0.82
S 2.64 2.17 1.60
H 2.31 3.22 1.13
H 2.87 2.94 2.69
```

Output
* total charge: 0
* Kohn-Sham gap: 9.1 eV
* lowest unoccupied orbital energy: 0.017 Ha
* multiplicity: 1
* SMILES: C/C=P/O.S
* HOMO energy: -8.67 eV

=====

Name the least stable of them. (1).